*1*
DFT (ωB97M-V/def2-TZVPD) results for an isolated molecule of C8H12OS.

HOMO = -0.31042 Ha
frontier orbital gap = 8.695 eV

CARTESIAN COORDINATES (ANGSTROEM)
C (0.97280, 0.37919, 0.04708)
C (-0.26169, 1.00937, -0.27395)
C (1.70764, -0.68560, -0.04854)
C (-1.56833, 0.90324, -0.21128)
C (3.05663, -0.77078, 0.53842)
C (1.07447, -2.01970, -0.53810)
C (-2.48500, 2.10168, -0.15026)
C (-2.16541, -0.54505, -0.08336)
O (1.12336, 2.82998, 1.13242)
S (1.20491, 2.12988, -0.14031)
H (3.87100, -0.89195, -0.18363)
H (3.11197, 0.02410, 1.31790)
H (3.07374, -1.77008, 0.94323)
H (0.29712, -2.40279, 0.08600)
H (0.49558, -1.76625, -1.38910)
H (1.70318, -2.95429, -0.64682)
H (-1.95968, 3.04056, 0.14529)
H (-3.02898, 2.16024, -1.06437)
H (-3.20184, 1.91736, 0.63914)
H (-1.81556, -1.04496, 0.80505)
H (-3.22885, -0.40834, -0.00887)
H (-1.97707, -1.23581, -0.91593)

Löwdin atomic charge list, values in e, 6 entries:
1 C -0.367
2 C -0.283
3 C -0.310
4 C -0.280
5 C -0.049
6 C -0.031



*2*
DFT (ωB97M-V/def2-TZVPD) results for a cluster of 2 separate species, C8H12OS in total.

HOMO = -0.27427 Ha
frontier orbital gap = 8.230 eV
structure (SMILES) = CC(C)=C1CC=CS1.C=O

CARTESIAN COORDINATES (ANGSTROEM)
C (2.41247, -0.34389, 1.26146)
C (1.03779, 0.22612, 1.38494)
C (2.86411, -0.48301, 0.02409)
C (0.52990, 0.49470, -0.00652)
C (-1.69165, 1.33112, 0.69483)
C (-1.08689, 1.22154, -1.75375)
C (-0.96803, -2.69218, -0.57539)
C (-0.66035, 0.98518, -0.33779)
O (-1.80944, -2.07933, 0.00670)
S (1.75212, 0.03379, -1.22364)
H (2.97151, -0.61238, 2.14158)
H (1.05495, 1.15062, 1.97310)
H (3.81578, -0.87159, -0.29031)
H (-1.53105, 0.79237, 1.62340)
H (-1.67351, 2.40071, 0.90950)
H (-2.68166, 1.07994, 0.31848)
H (-0.25190, 1.11864, -2.44151)
H (-1.51072, 2.21939, -1.85383)
H (-1.85901, 0.50087, -2.02714)
H (-0.05122, -3.06200, -0.08585)
H (-1.03875, -2.93596, -1.64851)
H (0.37557, -0.47463, 1.90616)

Löwdin atomic charge list, values in e, 6 entries:
1 C -0.187
2 C -0.200
3 C -0.423
4 C -0.487
5 C -0.053
6 C -0.071



Preferred: *2*; penalty for the next structure: 225.9 kJ/mol.



*1*
DFT (ωB97M-V/def2-TZVPD) results for a cluster of 2 separate species, C12H16N2O in total.

HOMO = -0.29165 Ha
frontier orbital gap = 8.580 eV
structure (SMILES) = Cc1c[nH]c2ccccc12.CCC(N)=O

CARTESIAN COORDINATES (ANGSTROEM)
C (1.76148, -2.25199, 1.17166)
C (0.63740, -0.49577, -1.90015)
C (0.27828, -1.16386, -0.67293)
C (1.52230, -1.43319, 0.00208)
C (2.50122, -0.98348, -0.92808)
C (-0.29592, -0.03965, -2.76669)
C (-1.68581, -0.14361, -2.48520)
C (-1.09229, -1.12936, -0.30484)
C (-2.00229, -0.71149, -1.27162)
N (2.02455, -0.29986, -2.04557)
H (2.64696, -0.14919, -2.80543)
H (-0.09927, 0.68406, -3.57706)
H (3.60078, -0.92477, -0.71789)
H (-2.52235, 0.23187, -3.17638)
H (-1.39468, -1.48294, 0.76962)
H (2.14911, -3.21831, 0.66052)
H (0.82847, -2.23303, 1.78995)
H (-3.03905, -0.77254, -0.98655)
H (2.47209, -1.98589, 1.85230)
C (-1.64975, 1.52143, 1.31975)
C (-2.17862, 2.88355, 1.87098)
C (-0.32068, 1.11876, 2.04182)
O (-0.11132, 0.98440, 3.24550)
N (0.77622, 1.06818, 1.26392)
H (-2.44639, 0.75145, 1.43928)
H (-1.45445, 1.55272, 0.20392)
H (-2.67597, 2.63423, 2.80252)
H (-2.62730, 3.34890, 0.98956)
H (1.58453, 0.82030, 1.67136)
H (0.77412, 0.83963, 0.24928)
H (-1.36338, 3.62208, 1.88178)

Löwdin atomic charge list, values in e, 6 entries:
1 C -0.049
2 C -0.241
3 C -0.159
4 C -0.286
5 C -0.061
6 C -0.044



*2*
DFT (ωB97M-V/def2-TZVPD) results for an isolated molecule of C12H16N2O.

HOMO = -0.32227 Ha
frontier orbital gap = 9.599 eV
structure (SMILES) = COc1cc2c(cn1)[C@H]1NCC[C@H]1CC2

CARTESIAN COORDINATES (ANGSTROEM)
C (4.76565, -0.99519, 0.39621)
C (2.80505, 0.20557, -0.06193)
C (2.04425, 1.23746, -0.09892)
C (0.72301, 1.02092, -0.23699)
C (-0.23133, 2.14915, -0.15269)
C (-1.48231, 1.66791, 0.36812)
C (-2.02532, 0.57833, -0.47306)
C (-3.29850, -0.12797, -0.15798)
C (-3.12470, -1.54053, 0.32771)
C (-1.11550, -0.62399, -0.52633)
C (0.32093, -0.24240, -0.58525)
C (1.28286, -1.20499, -0.76088)
H (4.24946, -1.99974, -0.21776)
H (4.79715, -1.34657, 1.65926)
H (5.97701, -0.65489, 0.05483)
H (2.48871, 2.10920, 0.47431)
H (0.12675, 2.90884, 0.55268)
H (-0.37042, 2.45967, -1.12258)
H (-1.38856, 1.36480, 1.43938)
H (-2.04145, 2.56483, 0.43168)
H (-2.17047, 1.18160, -1.35521)
H (-4.00591, -0.16642, -0.93935)
H (-4.05117, 0.22537, 0.80848)
H (-3.79244, -1.72542, 1.30670)
H (-3.26082, -2.48231, -0.45984)
H (-1.50442, -1.00636, 1.41632)
H (-1.37443, -1.30666, -1.39162)
H (0.61249, -2.18347, -0.83764)
N (-1.59849, -1.44978, 0.59859)
N (2.48722, -0.99076, -0.58049)
O (4.15570, 0.37379, 0.12423)

Löwdin atomic charge list, values in e, 6 entries:
1 C -0.113
2 C -0.384
3 C 0.021
4 C -0.149
5 C -0.145
6 C -0.201



*3*
DFT (ωB97M-V/def2-TZVPD) results for a cluster of 2 separate species, C12H16N2O in total.

HOMO = -0.31866 Ha
frontier orbital gap = 9.528 eV
structure (SMILES) = CCc1cccc(C)c1.Oc1cc[nH]n1

CARTESIAN COORDINATES (ANGSTROEM)
C (-0.35795, 0.36831, 2.60824)
C (-0.25067, -0.99660, 2.55741)
C (3.14319, 1.05874, -1.59918)
C (-1.09139, 1.04739, 1.64767)
C (3.05226, 0.86075, -0.18155)
C (-0.57714, -1.66539, 1.46493)
C (1.85595, 1.28424, -1.90382)
C (-1.08410, -1.01726, 0.36648)
C (-1.32508, 0.34846, 0.44078)
C (-0.34165, -3.16767, 1.33365)
C (-1.61848, 0.30084, -2.01377)
C (-2.12632, 1.02044, -0.73701)
N (1.74196, 0.85801, 0.12849)
N (1.00322, 1.16316, -0.87452)
O (1.32850, 1.75504, -3.05399)
H (-0.03736, 0.97747, 3.45526)
H (0.17167, -1.58779, 3.39255)
H (4.05015, 1.20766, -2.11515)
H (-1.51895, 2.12697, 1.71008)
H (3.81602, 0.35685, 0.41756)
H (0.43409, 1.45098, -3.25323)
H (-1.16813, -1.44825, -0.58214)
H (-1.15768, -3.58651, 1.02173)
H (-0.01232, -3.55020, 2.33578)
H (0.43630, -3.37657, 0.50179)
H (-2.17040, -0.64657, -2.06120)
H (-0.58069, 0.19344, -1.96758)
H (-1.88717, 0.82440, -2.91547)
H (-3.13067, 0.77627, -0.39423)
H (-1.98233, 2.10762, -0.79000)
H (1.38516, 0.95576, 1.06041)

Löwdin atomic charge list, values in e, 6 entries:
1 C -0.121
2 C -0.097
3 C 0.010
4 C -0.061
5 C -0.067
6 C -0.294



Preferred: *1*; penalty for the next structure: 81.1 kJ/mol.



*1*
DFT (ωB97M-V/def2-TZVPD) results for a structure of composition C8H13PSi.

HOMO = -0.30086 Ha
frontier orbital gap = 7.141 eV

CARTESIAN COORDINATES (ANGSTROEM)
C (3.39799, -0.72671, 1.48733)
C (2.05816, -0.29646, 1.27386)
C (4.21603, -0.52950, 0.31636)
C (3.63847, -0.52662, -0.87971)
C (0.60898, -0.49780, -1.35288)
C (-2.22988, -0.56900, 0.18843)
C (-1.77589, 0.90913, -2.18792)
C (-0.23842, 1.80936, 0.00372)
Si (-0.86108, 0.21773, -0.78456)
P (1.96816, -0.14875, -0.51518)
H (3.74960, -1.20116, 2.44921)
H (1.20031, 0.01870, 1.79499)
H (5.31327, -0.41202, 0.39490)
H (4.13347, -0.28532, -1.79081)
H (-2.30094, -1.62251, 0.06107)
H (-2.30900, -0.35923, 1.20971)
H (-3.01122, -0.01588, -0.30766)
H (-1.94002, 0.26582, -3.08320)
H (-2.64924, 1.26777, -1.72785)
H (-1.34173, 1.83073, -2.57916)
H (-0.96063, 2.44596, 0.40876)
H (0.54278, 1.58084, 0.75395)
H (0.29873, 2.46939, -0.77720)

Löwdin atomic charge list, values in e, 6 entries:
1 C -0.140
2 C -0.172
3 C -0.228
4 C -0.235
5 C -0.310
6 C -0.144



*2*
DFT (ωB97M-V/def2-TZVPD) results for an isolated molecule of C8H13PSi.

HOMO (alpha / beta) = -0.32363 / -0.32360 Ha
frontier orbital gap (alpha / beta) = 7.644 / 7.644 eV
structure (SMILES) = C[Si](C)(C)C#P1C=CC=C1

CARTESIAN COORDINATES (ANGSTROEM)
C (3.89467, -0.88236, -0.39011)
C (2.55767, -1.21176, -0.36562)
C (4.00069, 0.53073, 0.08417)
C (2.83117, 1.17483, 0.36528)
C (-0.02036, 0.94996, 0.62099)
C (-2.35166, 1.59184, -0.97497)
C (-2.62462, -0.01699, 1.81462)
C (-1.75318, -1.43380, -0.77517)
Si (-1.68066, 0.25472, 0.16948)
P (1.40270, 0.13313, 0.16574)
H (4.69214, -1.46468, -0.64313)
H (2.23038, -2.17486, -0.65712)
H (5.00031, 0.97670, -0.00099)
H (2.65047, 2.15343, 0.72258)
H (-3.40996, 1.81800, -0.67796)
H (-1.70121, 2.36614, -0.80526)
H (-2.22717, 1.08729, -1.96115)
H (-1.76652, -0.27070, 2.41558)
H (-3.30641, 0.68506, 2.26310)
H (-3.26531, -0.88150, 1.62103)
H (-2.72914, -1.80869, -0.99038)
H (-1.20507, -1.39909, -1.76223)
H (-1.21893, -2.17738, -0.23847)

Löwdin atomic charge list, values in e, 6 entries:
1 C -0.114
2 C -0.238
3 C -0.169
4 C -0.275
5 C -0.300
6 C -0.187



Preferred: *2*; penalty for the next structure: 60.1 kJ/mol.



*1*
DFT (ωB97M-V/def2-TZVPD) results for an isolated molecule of C3H6ClNO3S.

HOMO = -0.36791 Ha
frontier orbital gap = 10.592 eV
structure (SMILES) = CS(=O)(=O)[C@H](Cl)C(N)=O

CARTESIAN COORDINATES (ANGSTROEM)
C (-0.07422, -1.45238, -0.18347)
C (-1.32368, 1.40200, 0.71882)
C (0.98985, -0.34557, 0.62712)
N (0.26267, -1.79408, -1.39619)
O (-1.08632, -1.71981, 0.43550)
O (0.38783, 1.18065, -1.38857)
O (1.17912, 2.37532, 0.63567)
S (0.40126, 1.33306, 0.03421)
Cl (2.59575, -0.44873, 0.04396)
H (-2.22902, 1.19394, 0.05077)
H (-1.16979, 0.68783, 1.59548)
H (-1.54894, 2.42531, 0.88372)
H (0.88840, -0.67851, 1.62166)
H (1.13482, -1.63699, -1.73492)
H (-0.40773, -2.52205, -1.94378)

Löwdin atomic charge list, values in e, 6 entries:
1 C -0.565
2 C -0.118
3 C -0.668
4 N 0.163
5 O 0.035
6 O -0.334



*2*
DFT (ωB97M-V/def2-TZVPD) results for a structure of composition C3H6ClNO3S.

HOMO = -0.36528 Ha
frontier orbital gap = 10.146 eV

CARTESIAN COORDINATES (ANGSTROEM)
C (-1.13383, 1.08427, 0.23883)
C (-0.77606, -1.68844, -0.42965)
C (-0.07894, -0.38691, -0.67319)
N (-0.43594, 2.15540, 0.31192)
O (-2.24550, 0.83094, 0.56569)
O (2.07957, -1.78591, 0.06516)
O (1.47537, 0.10808, 1.52740)
S (1.44035, -0.53639, 0.24466)
Cl (2.56631, 0.91876, -0.82196)
H (-0.92299, -1.57893, 0.63889)
H (-1.81062, -1.71096, -0.74090)
H (-0.14553, -2.63116, -0.43255)
H (0.11645, 0.17754, -1.63184)
H (0.62009, 2.04517, 0.30377)
H (-0.74873, 2.99854, 0.83376)

Löwdin atomic charge list, values in e, 6 entries:
1 C -0.455
2 C -0.133
3 C -0.328
4 N 0.154
5 O 0.108
6 O -0.306



Preferred: *1*; penalty for the next structure: 37.2 kJ/mol.